Formula: C14H86O32S
Source: the OMol25 dataset
Level of theory: ωB97M-V/def2-TZVPD

Each line ends with the Löwdin charge.
Positions of all 133 atoms, in Å:
C1 0.16 3.43 -1.97  -0.1191
C2 -1.07 2.51 -1.46  -0.2442
C3 -0.97 1.05 -2.09  -0.2078
C4 -1.98 -0.02 -1.48  -0.1940
C5 -2.40 0.26 0.02  -0.2311
C6 -3.06 -0.99 0.77  -0.1954
C7 -3.69 -0.63 2.19  -0.1949
C8 -2.78 0.32 3.09  -0.1970
C9 -1.68 -0.48 3.96  -0.1949
C10 -0.20 0.08 3.67  -0.1620
C11 0.50 -0.72 2.47  -0.2854
C12 1.93 -0.11 2.05  -0.1497
C13 2.61 -0.96 0.87  -0.1413
C14 2.45 -2.55 1.09  -0.1951
O1 2.33 -2.91 2.51  -0.2858
S1 0.78 -2.50 2.99  0.8155
O2 -0.28 -3.39 2.34  -0.3465
O3 0.66 -2.68 4.49  -0.3325
H1 -0.23 4.42 -2.34  0.0683
H2 0.82 3.67 -1.06  0.0510
H3 0.81 2.87 -2.72  0.0474
H4 -2.02 3.05 -1.81  0.0957
H5 -0.99 2.52 -0.32  0.0929
H6 0.08 0.62 -1.99  0.0792
H7 -1.13 1.18 -3.22  0.1161
H8 -2.95 -0.10 -2.09  0.0888
H9 -1.51 -1.06 -1.51  0.1088
H10 -1.45 0.50 0.60  0.0835
H11 -3.10 1.14 0.14  0.1079
H12 -3.94 -1.33 0.11  0.1163
H13 -2.35 -1.88 0.79  0.1005
H14 -3.92 -1.59 2.77  0.1122
H15 -4.67 -0.08 2.00  0.0928
H16 -2.31 1.19 2.55  0.0948
H17 -3.48 0.79 3.87  0.1053
H18 -1.79 -1.58 3.65  0.0971
H19 -1.89 -0.39 5.08  0.0954
H20 0.41 -0.14 4.61  0.1110
H21 -0.20 1.21 3.49  0.1275
H22 -0.17 -0.77 1.56  0.1207
H23 2.60 -0.25 2.96  0.0993
H24 1.86 0.99 1.75  0.1371
H25 2.16 -0.73 -0.15  0.0933
H26 3.73 -0.77 0.78  0.1079
H27 3.40 -3.02 0.65  0.1383
H28 1.58 -2.99 0.52  0.1241
O4 4.87 0.37 3.04  -0.0671
H29 5.72 0.57 3.46  0.0421
H30 4.78 -0.59 3.14  0.0205
O5 1.50 -0.86 -2.20  -0.0692
H31 2.46 -0.87 -2.18  0.0021
H32 1.27 -1.64 -2.72  0.0398
O6 2.09 5.48 -0.67  -0.0753
H33 1.76 5.75 0.20  -0.0072
H34 3.04 5.39 -0.54  0.0163
O7 4.89 -2.21 4.67  -0.0426
H35 4.55 -2.26 5.57  0.0611
H36 4.26 -2.74 4.16  0.0166
O8 2.71 2.67 -3.81  -0.0689
H37 2.89 2.21 -4.65  0.0174
H38 2.59 3.59 -4.08  0.0518
O9 4.48 3.69 -0.50  -0.0538
H39 4.66 2.85 -0.05  0.0124
H40 4.06 3.43 -1.33  0.0304
O10 4.27 -5.67 4.87  -0.0547
H41 5.08 -5.15 4.83  0.0288
H42 3.62 -5.13 4.40  0.0201
O11 5.79 1.52 5.71  -0.0547
H43 5.50 2.44 5.61  0.0039
H44 4.96 1.02 5.72  0.0340
O12 -4.09 0.84 -3.76  -0.0584
H45 -4.51 0.00 -3.98  0.0290
H46 -4.67 1.23 -3.09  0.0529
O13 -3.92 -2.21 -4.79  -0.0647
H47 -2.95 -2.23 -4.78  0.0420
H48 -4.17 -2.99 -5.30  -0.0040
O14 4.39 4.29 4.98  -0.0485
H49 4.78 5.17 4.95  0.0635
H50 3.49 4.42 4.68  0.0326
O15 4.37 2.64 -6.21  -0.0540
H51 5.09 2.78 -5.59  0.0448
H52 4.81 2.29 -7.00  0.0473
O16 2.81 -2.41 -4.18  -0.0458
H53 3.77 -2.42 -4.16  0.0420
H54 2.58 -3.19 -4.70  0.0268
O17 -3.30 -3.83 -7.05  -0.0510
H55 -2.34 -3.85 -7.05  0.0491
H56 -3.55 -4.61 -7.56  0.0502
O18 -4.66 -5.33 -4.64  -0.0635
H57 -5.56 -5.01 -4.73  0.0152
H58 -4.38 -4.99 -3.78  0.0411
O19 -3.22 3.72 -4.50  -0.0578
H59 -2.40 3.92 -4.04  0.0224
H60 -3.33 2.77 -4.39  0.0065
O20 -6.81 -6.25 -2.89  -0.0556
H61 -6.33 -7.09 -2.85  0.0472
H62 -6.99 -6.04 -1.97  0.0478
O21 -2.51 -4.88 1.06  -0.0722
H63 -1.67 -4.67 1.49  -0.0130
H64 -2.59 -5.84 1.16  0.0297
O22 1.69 5.98 2.28  -0.0355
H65 2.12 5.51 3.01  0.0394
H66 1.41 6.81 2.68  0.0550
O23 6.42 1.56 0.81  -0.0591
H67 5.82 1.33 1.54  -0.0056
H68 7.29 1.35 1.16  0.0411
O24 -3.67 -1.48 5.69  -0.0562
H69 -3.17 -2.31 5.70  0.0648
H70 -3.81 -1.28 6.63  0.0638
O25 -6.99 -2.78 -3.82  -0.0539
H71 -6.17 -2.58 -3.36  0.0266
H72 -7.10 -3.73 -3.71  0.0077
O26 4.75 -0.29 -2.41  -0.0511
H73 5.56 0.23 -2.40  0.0457
H74 4.14 0.23 -2.94  0.0276
O27 2.38 3.21 6.36  -0.0638
H75 2.10 3.46 7.25  0.0461
H76 3.34 3.16 6.43  0.0070
O28 -0.18 7.80 0.81  -0.0541
H77 0.00 6.97 1.26  -0.0005
H78 -0.59 7.53 -0.02  0.0456
O29 -6.18 -3.50 5.83  -0.0654
H79 -5.36 -2.98 5.81  -0.0108
H80 -6.81 -2.97 5.34  0.0357
O30 -1.13 4.68 -6.89  -0.0684
H81 -1.52 5.11 -7.66  0.0306
H82 -1.84 4.64 -6.24  0.0036
O31 -5.87 1.37 0.00  -0.0611
H83 -6.77 1.69 -0.08  0.0390
H84 -5.57 1.70 0.85  0.0267
O32 2.81 -5.63 -4.90  -0.0576
H85 3.62 -5.42 -4.42  0.0363
H86 2.72 -6.58 -4.80  0.0430

As for the highest occupied orbital energy: -9.5 eV. The calculation puts the strongest force on any atom at 5.8 eV/A.

Formula: C14H8ClF3N4O3PdS2
Source: the OMol25 dataset
Level of theory: ωB97M-V/def2-TZVPD

Each line ends with the Löwdin charge.
Positions of all 36 atoms, in Å:
Pd1 -1.81 0.33 -1.12  0.7417
S1 2.48 -0.43 4.69  1.1191
N1 1.66 -1.51 3.81  -0.1945
C1 1.11 -0.87 2.80  -0.2773
C2 0.38 -1.61 1.77  -0.0426
C3 0.51 -2.98 1.52  0.0772
C4 -0.23 -3.57 0.50  0.0087
C5 -1.02 -2.79 -0.32  -0.0787
N2 -1.14 -1.46 -0.10  0.0390
C6 -0.52 -0.95 0.96  -0.2873
C7 -0.04 1.31 0.94  -0.2849
N3 -0.39 2.00 -0.13  0.0838
C8 0.36 3.06 -0.43  -0.0734
C9 1.45 3.43 0.35  0.0110
C10 1.82 2.63 1.43  0.0698
C11 1.07 1.50 1.74  -0.0457
C12 1.41 0.53 2.79  -0.2733
N4 2.18 0.89 3.80  -0.1932
H1 1.17 -3.57 2.14  0.1426
H2 -0.17 -4.64 0.33  0.1333
H3 -1.58 -3.20 -1.15  0.1293
H4 0.08 3.63 -1.31  0.1327
H5 2.02 4.31 0.09  0.1307
H6 2.70 2.87 2.02  0.1412
F1 0.52 -1.25 -4.56  0.2360
C13 0.01 -1.56 -3.40  -0.6746
F2 0.69 -2.48 -2.78  0.2232
F3 -1.27 -1.83 -3.48  0.1732
S2 0.17 0.11 -2.37  0.8389
O1 1.42 0.13 -1.71  -0.2038
O2 -0.46 1.14 -3.12  -0.2739
O3 -0.95 0.31 1.21  0.0497
Cl1 -3.83 0.37 -2.46  0.7994
C14 -3.23 1.71 -1.58  -0.5012
H7 -3.76 1.93 -0.66  0.0661
H8 -2.82 2.52 -2.17  0.0582

As for the highest occupied orbital energy: -15.1 eV. The calculation puts the strongest force on any atom at 0.9 eV/A. Its total charge is +2. Its energy above the lowest of the compared OMol25 structures with the same formula, charge and spin is 3.194 eV.

Formula: C14H8ClN3O5
Source: the OMol25 dataset
Level of theory: ωB97M-V/def2-TZVPD

Each line ends with the Löwdin charge.
Positions of all 31 atoms, in Å:
O1 -2.16 -1.56 0.55  0.0627
C1 -1.70 -0.68 -0.18  -0.3765
N1 -2.58 -0.33 -1.15  0.1600
C2 -2.13 0.53 -2.12  -0.1742
C3 -2.91 0.74 -3.27  -0.0192
C4 -2.50 1.62 -4.28  -0.0828
C5 -1.27 2.28 -4.14  -0.0849
C6 -0.46 2.07 -3.00  -0.0039
C7 -0.89 1.22 -1.97  -0.2002
N2 -0.03 0.95 -0.89  0.1701
C8 -0.35 -0.04 -0.08  -0.1226
C9 0.61 -0.37 0.99  -0.1753
C10 0.18 -0.50 2.30  0.0748
C11 1.02 -0.87 3.37  -0.0564
N3 0.44 -1.08 4.65  -0.3209
O2 -0.81 -1.02 4.77  0.0541
O3 1.18 -1.34 5.59  0.1112
C12 2.38 -1.03 3.07  -0.1393
O4 3.33 -1.46 3.97  0.0856
C13 2.86 -0.86 1.77  -0.2481
O5 4.18 -1.07 1.46  0.0314
C14 1.97 -0.53 0.74  -0.4546
Cl1 2.65 -0.47 -0.88  0.7691
H1 -3.28 -1.05 -1.38  0.1905
H2 -3.84 0.21 -3.48  0.1090
H3 -3.13 1.79 -5.14  0.1070
H4 -0.91 2.93 -4.92  0.0941
H5 0.47 2.66 -2.92  0.1219
H6 -0.89 -0.39 2.49  0.1353
H7 4.20 -1.50 3.51  0.1288
H8 4.37 -0.85 0.54  0.0531

As for the SMILES: O=c1[nH]c2ccccc2nc1-c1cc([N+](=O)[O-])c(O)c(O)c1Cl. As for the highest occupied orbital energy: -8.8 eV. The calculation puts the strongest force on any atom at 3.0 eV/A.

Formula: C14H8F6N5O4S
Source: the OMol25 dataset
Level of theory: ωB97M-V/def2-TZVPD

Each line ends with the Löwdin charge.
Positions of all 38 atoms, in Å:
F1 4.37 1.82 -1.38  0.1315
C1 3.35 0.96 -1.45  -0.6985
F2 3.37 0.24 -2.57  0.1423
F3 3.28 0.19 -0.36  0.1299
S1 1.79 1.93 -1.47  0.8078
C2 0.64 0.55 -1.55  -0.2272
C3 -0.70 0.79 -1.54  -0.3196
C4 -1.25 2.11 -1.48  -0.0482
C5 -2.59 2.31 -1.44  -0.0415
C6 -3.47 1.23 -1.46  -0.1818
C7 -4.96 1.45 -1.41  -0.6088
F4 -5.57 0.42 -2.02  0.1157
F5 -5.34 1.53 -0.13  0.1301
F6 -5.26 2.60 -2.05  0.1224
C8 -2.97 -0.06 -1.52  -0.0635
C9 -1.63 -0.29 -1.57  -0.0687
O1 1.39 2.57 -0.17  -0.3665
O2 1.47 2.77 -2.68  -0.3558
H1 1.03 -0.45 -1.57  0.0400
H2 -0.57 2.95 -1.45  0.0815
H3 -3.00 3.31 -1.38  0.1116
H4 -3.68 -0.87 -1.53  0.1064
H5 -1.26 -1.31 -1.64  0.0911
O3 2.10 -2.91 -0.75  0.0699
N1 2.59 -3.07 0.37  -0.3261
C10 1.99 -2.35 1.49  -0.1410
C11 0.73 -1.87 1.34  0.0847
N2 0.13 -1.16 2.38  -0.0220
N3 -1.10 -0.59 2.45  0.1449
N4 -0.89 -0.18 3.62  -0.1498
N5 0.10 -0.26 4.45  0.1189
C12 0.87 -0.97 3.60  -0.2404
C13 2.18 -1.48 3.73  0.0048
C14 2.72 -2.16 2.69  -0.0001
O4 3.55 -3.81 0.59  0.0621
H6 0.18 -2.03 0.43  0.1302
H7 2.72 -1.33 4.65  0.1151
H8 3.72 -2.57 2.75  0.1182

As for the highest occupied orbital energy: -2.9 eV. The calculation puts the strongest force on any atom at 12.7 eV/A. Its total charge is -1.

Formula: C14H9N4O11S2
Source: the OMol25 dataset
Level of theory: ωB97M-V/def2-TZVPD

Each line ends with the Löwdin charge.
Positions of all 40 atoms, in Å:
C1 2.35 0.22 -2.31  0.0186
O1 0.96 -0.23 -1.96  -0.1693
C2 0.47 0.03 -0.73  -0.3730
C3 1.35 0.04 0.40  -0.1673
C4 1.40 -1.17 1.35  -0.1284
N1 1.80 -2.39 0.69  -0.3469
O2 1.83 -3.46 1.33  0.0307
O3 2.09 -2.31 -0.52  0.0073
C5 1.54 -1.08 2.72  0.0853
C6 1.54 0.16 3.38  -0.1032
N2 1.77 0.16 4.82  -0.3477
O4 1.67 1.20 5.50  0.0249
O5 2.07 -0.95 5.33  -0.0157
C7 1.56 1.36 2.61  -0.1500
N3 2.00 2.60 3.02  0.1243
O6 2.18 3.29 1.86  0.0099
N4 1.83 2.48 0.73  -0.1707
O7 2.03 2.88 -0.40  0.0328
C8 1.33 1.29 1.22  -0.0745
S1 -0.86 1.38 -0.91  0.7775
O8 -1.25 1.87 0.39  -0.2732
O9 -0.47 2.30 -1.97  -0.2927
C9 -2.31 0.51 -1.56  -0.2420
C10 -3.42 1.20 -2.05  -0.0396
C11 -4.57 0.48 -2.39  -0.0668
C12 -4.58 -0.92 -2.32  -0.0638
C13 -3.43 -1.59 -1.90  -0.0484
C14 -2.33 -0.86 -1.48  -0.2559
S2 -0.91 -1.72 -0.72  0.8074
O10 -0.62 -2.82 -1.62  -0.2935
O11 -1.26 -1.97 0.67  -0.3066
H1 2.42 -0.02 -3.36  0.0977
H2 2.45 1.29 -2.09  0.0829
H3 3.03 -0.38 -1.71  0.0791
H4 2.39 0.02 0.00  0.1609
H5 1.68 -1.99 3.31  0.1364
H6 -3.39 2.28 -2.15  0.1217
H7 -5.47 1.01 -2.70  0.1053
H8 -5.46 -1.49 -2.58  0.1057
H9 -3.39 -2.68 -1.87  0.1208

As for the SMILES: COC1([C@@H]2C(=[N+]([O-])[O-])C=C([N+](=O)[O-])c3no[n+]([O-])c32)S(=O)(=O)c2ccccc2S1(=O)=O. As for the highest occupied orbital energy: -4.8 eV. The calculation puts the strongest force on any atom at 5.3 eV/A. Its total charge is -1. Its energy above the lowest of the compared OMol25 structures with the same formula, charge and spin is 0.000 eV.